Below is a 12-piece molecular cluster, C40H80F24N13O12P3S6 overall at a distorted geometry, with properties calculated with ωB97M-V with the def2-TZVPD basis set.

Calculated total energy = -8997.062846 Ha
LUMO energy (alpha / beta) = -0.0043 / -0.0035 Eh
Spin multiplicity = 2
Expectation value of S² = 0.758
Charge = -1

Each line ends with the Löwdin charge.
Geometry (Å):
C (19.78596, 4.44583, 11.52626)  -0.05
C (20.21598, 3.23497, 10.68202)  -0.22
N (21.62165, 3.31080, 10.24485)  -0.10
C (22.14221, 2.69973, 9.09371)  -0.06
C (23.53299, 2.72717, 9.18331)  -0.05
N (23.88545, 3.41909, 10.35926)  -0.21
C (22.76780, 3.81666, 10.96983)  -0.11
C (25.19015, 3.67592, 10.82455)  -0.05
H (20.53476, 4.58556, 12.30592)  0.05
H (18.81823, 4.21528, 11.97171)  0.06
H (19.92309, 5.39349, 11.00544)  0.09
H (19.69284, 3.13597, 9.73091)  0.09
H (19.99185, 2.27239, 11.14168)  0.09
H (21.46801, 2.09930, 8.50097)  0.10
H (24.27682, 2.14123, 8.66390)  0.10
H (22.75435, 4.27577, 11.94730)  0.07
H (25.57872, 4.57951, 10.35482)  0.09
H (25.70330, 2.76448, 10.51788)  0.09
H (25.19585, 3.98056, 11.87109)  0.09
C (17.83867, -2.63282, 15.16133)  -0.06
C (18.62012, -1.44579, 14.58013)  -0.17
N (18.68068, -1.28583, 13.10922)  -0.04
C (17.54781, -0.98311, 12.39918)  0.00
C (17.75902, -1.12888, 11.02121)  0.08
N (19.17524, -1.44220, 10.89343)  -0.10
C (19.68419, -1.57754, 12.18591)  0.04
C (19.84775, -1.75892, 9.69963)  -0.02
H (18.33400, -3.55722, 14.86424)  0.07
H (16.77382, -2.67792, 14.93296)  0.08
H (17.87434, -2.65114, 16.25059)  0.08
H (19.65032, -1.32132, 14.91374)  0.12
H (18.11696, -0.57327, 14.99681)  0.10
H (16.65951, -0.75888, 12.97105)  0.12
H (17.14066, -0.90621, 10.16422)  0.11
H (20.71462, -1.74476, 12.46277)  0.15
H (20.60226, -2.52474, 9.87942)  0.11
H (20.31474, -0.84617, 9.32959)  0.10
H (19.08732, -2.06074, 8.97938)  0.11
C (16.93913, 2.76793, 9.56238)  -0.06
C (16.01060, 2.24922, 10.57765)  -0.21
N (14.98401, 3.16978, 10.95939)  -0.03
C (15.01659, 4.04059, 12.04642)  -0.01
C (13.82280, 4.74192, 12.08806)  0.04
N (13.04775, 4.33650, 10.98619)  -0.06
C (13.74534, 3.26202, 10.36955)  0.04
C (11.83236, 4.90704, 10.52468)  -0.01
H (17.62927, 1.95726, 9.32868)  0.06
H (17.56147, 3.56915, 9.96092)  0.07
H (16.44049, 2.93201, 8.60712)  0.08
H (16.44466, 1.96318, 11.53571)  0.11
H (15.53329, 1.33920, 10.21411)  0.11
H (15.86718, 4.10126, 12.70915)  0.12
H (13.38682, 5.52969, 12.68450)  0.14
H (13.43286, 2.71997, 9.48925)  0.14
H (11.80813, 5.95806, 10.81254)  0.10
H (10.95366, 4.37938, 10.89558)  0.07
H (11.73834, 4.77698, 9.44656)  0.08
C (9.58481, 4.14317, 13.82257)  -0.05
C (9.84830, 2.65704, 13.89564)  -0.19
N (10.30271, 2.04521, 12.66116)  -0.06
C (11.49641, 1.38823, 12.41361)  0.05
C (11.33871, 0.77856, 11.12534)  0.03
N (10.09431, 1.17056, 10.68769)  -0.10
C (9.50333, 2.08297, 11.54577)  0.04
C (9.56765, 0.85443, 9.40698)  -0.01
H (8.87835, 4.46856, 13.05894)  0.08
H (10.56438, 4.57177, 13.61077)  0.08
H (9.23666, 4.52052, 14.78408)  0.09
H (8.93838, 2.12854, 14.17996)  0.12
H (10.60997, 2.47088, 14.65280)  0.13
H (12.28285, 1.30616, 13.14925)  0.10
H (11.89748, 0.15443, 10.44371)  0.12
H (8.53411, 2.55798, 11.50872)  0.17
H (8.65669, 1.40043, 9.16176)  0.09
H (9.21341, -0.17593, 9.37574)  0.10
H (10.32180, 1.02838, 8.63945)  0.11
C (15.65623, 1.57934, 2.16338)  -0.09
C (15.59216, 3.08176, 2.27721)  -0.28
C (15.17346, 3.34261, 3.65640)  -0.13
N (14.79415, 4.84319, 4.01514)  -0.21
C (15.88389, 5.83102, 3.57266)  0.03
C (14.63095, 4.85297, 5.59922)  -0.07
C (13.20917, 4.35594, 5.91331)  -0.14
C (12.34191, 4.89155, 4.74898)  -0.13
C (13.33479, 5.22361, 3.59766)  -0.06
H (16.22067, 1.04444, 2.92718)  0.08
H (16.06029, 1.23896, 1.20998)  0.08
H (14.63902, 1.19673, 2.24712)  0.09
H (14.99395, 3.53021, 1.48402)  0.11
H (16.53501, 3.57922, 2.04988)  0.11
H (16.11778, 3.16234, 4.17007)  0.13
H (14.35389, 2.73828, 4.04523)  0.14
H (15.87521, 5.83037, 2.48270)  0.10
H (16.81209, 5.57676, 4.08444)  0.11
H (15.48798, 6.77228, 3.95393)  0.10
H (14.70396, 5.86051, 6.00863)  0.13
H (15.41689, 4.18216, 5.94622)  0.11
H (12.83591, 4.69772, 6.87870)  0.11
H (13.09946, 3.27508, 6.00152)  0.10
H (11.67277, 5.74167, 4.88184)  0.12
H (11.66491, 4.08150, 4.47768)  0.11
H (13.35721, 6.28695, 3.35917)  0.12
H (13.17036, 4.61540, 2.70820)  0.12
C (20.67096, 7.06617, 16.83589)  -0.10
C (19.39264, 6.21548, 16.82140)  -0.21
C (19.62322, 4.75472, 17.33753)  -0.06
N (18.38478, 3.84980, 16.85248)  -0.18
C (18.31007, 3.71281, 15.31463)  0.03
C (18.59667, 2.39988, 17.40169)  -0.11
C (17.62740, 2.14528, 18.54820)  -0.17
C (17.25471, 3.53230, 18.93738)  -0.14
C (17.08220, 4.22741, 17.54575)  -0.06
H (21.52982, 6.62585, 16.32936)  0.07
H (21.03896, 7.38011, 17.81268)  0.07
H (20.50806, 8.01354, 16.32201)  0.08
H (18.95989, 6.33011, 15.82757)  0.11
H (18.71102, 6.67955, 17.53424)  0.11
H (19.77809, 4.80884, 18.41512)  0.12
H (20.51937, 4.31580, 16.89893)  0.11
H (17.74421, 2.85113, 14.96050)  0.07
H (19.36335, 3.57916, 15.06796)  0.09
H (17.91138, 4.59322, 14.81065)  0.10
H (18.40982, 1.63472, 16.64820)  0.10
H (19.63958, 2.18497, 17.63463)  0.12
H (16.81172, 1.49463, 18.23290)  0.10
H (18.04840, 1.45967, 19.28360)  0.12
H (16.34009, 3.63162, 19.52191)  0.13
H (17.97914, 4.11333, 19.50809)  0.11
H (16.26745, 3.77219, 16.98267)  0.12
H (16.92569, 5.30586, 17.56967)  0.11
N (15.96669, 7.98500, 8.94030)  -0.20
S (17.38135, 7.52246, 8.06757)  0.58
O (17.20478, 7.01374, 6.70388)  -0.34
O (18.42888, 7.00239, 8.87802)  -0.30
F (18.01430, 9.03903, 7.76131)  -0.24
S (15.83930, 6.52838, 9.54214)  0.45
O (16.35735, 6.29516, 10.91021)  -0.30
O (15.57531, 5.37935, 8.72457)  -0.31
F (14.29225, 6.87325, 9.81354)  -0.22
N (13.54174, 9.76462, 10.39189)  -0.23
S (11.90304, 10.43577, 10.39556)  0.60
O (11.68645, 11.66847, 11.19099)  -0.33
O (10.73237, 9.61602, 10.17542)  -0.29
F (12.07467, 11.12706, 8.95349)  -0.24
S (13.28900, 9.26549, 11.80882)  0.40
O (12.47319, 8.05235, 11.78909)  -0.35
O (13.20131, 10.18258, 12.93634)  -0.28
F (14.77546, 8.61545, 12.13145)  -0.23
N (15.79858, -0.70632, 7.94119)  -0.23
S (15.81652, 0.19652, 6.53636)  0.55
O (15.19984, 1.48685, 6.53066)  -0.27
O (15.96056, -0.59756, 5.32324)  -0.27
F (17.34700, 0.74405, 6.76749)  -0.24
S (14.36037, -0.72458, 7.89641)  0.30
O (13.58539, -1.25601, 6.76900)  -0.26
O (13.70118, 0.20925, 8.73385)  -0.29
F (14.22757, -2.03644, 8.77982)  -0.21
P (14.74693, 1.07867, 15.22904)  0.27
F (15.82763, 1.92164, 14.37019)  -0.18
F (15.04041, 1.92954, 16.66075)  -0.19
F (13.54108, 2.10925, 14.86031)  -0.17
F (13.60915, 0.13868, 15.97369)  -0.18
F (14.42951, 0.31004, 13.78763)  -0.20
F (15.96740, 0.12273, 15.66402)  -0.17
P (9.10259, 4.56341, 7.48535)  0.24
F (9.26011, 4.45802, 5.79946)  -0.20
F (8.15380, 3.22246, 7.52800)  -0.19
F (10.34894, 3.52591, 7.60732)  -0.20
F (9.09236, 4.57163, 9.11721)  -0.20
F (10.14526, 5.79320, 7.65248)  -0.16
F (7.86192, 5.62368, 7.49932)  -0.15
P (14.95803, 7.49060, 15.92908)  0.21
F (16.08807, 6.87873, 14.97881)  -0.18
F (14.16370, 7.73194, 14.55796)  -0.18
F (14.23507, 6.02028, 16.05613)  -0.19
F (13.76082, 8.33287, 16.79216)  -0.21
F (15.84222, 7.27473, 17.27780)  -0.18
F (15.66967, 8.93907, 15.60950)  -0.19